*1*
Below is one molecule with the formula C5H7ClS, with properties calculated with ωB97M-V/def2-TZVPD.

Positions of all 14 atoms, in Å:
C  -1.5718  0.5414  0.6593
C  -0.2996  0.5599  -0.1462
C  0.2187  1.7356  -0.5148
C  0.3333  -0.7634  -0.3858
C  1.6333  -1.0933  -0.2445
H  -2.5750  -1.6725  0.2603
H  -1.8905  1.5857  0.7773
H  -1.3815  0.1686  1.6279
H  1.0878  1.7795  -1.1606
H  -0.2693  2.6558  -0.3864
H  -0.2701  -1.6054  -0.6336
H  1.9824  -2.0940  -0.5258
S  -2.9600  -0.3937  -0.0559
Cl  2.8701  -0.0235  0.2781

Results
**SMILES**: C=C(/C=C\Cl)CS
**Lowest unoccupied orbital energy**: 0.727 eV
**Highest occupied orbital energy**: -9.084 eV
**Orbital gap**: 9.8 eV
**Molar mass**: 134.631 g mol⁻¹

*2*
Below is C5H7ClS as an isolated structure, with properties calculated with ωB97M-V/def2-TZVPD.

Positions of all 14 atoms, in Å:
C  1.2067  0.0077  -0.0178
C  2.2519  0.8485  -0.0051
C  -0.3630  0.2341  0.0854
C  -1.1882  -0.2065  -1.1799
C  -1.2345  -0.4708  1.0900
H  3.2865  0.5583  -0.0040
H  1.9723  1.9636  -0.0205
H  -0.3946  1.3218  0.2985
H  -1.3985  0.5177  -1.9386
H  -0.7892  -1.1175  -1.6431
H  -1.3926  0.1274  2.0317
H  -0.9462  -1.3735  1.4725
S  -2.5487  -0.6851  -0.0786
Cl  1.5381  -1.7257  -0.0905

Results
**Lowest unoccupied orbital energy**: 0.851 eV
**Highest occupied orbital energy**: -8.657 eV
**Orbital gap**: 9.5 eV
**Molar mass**: 134.631 g mol⁻¹

Going by the computed energies, the most stable comes first: *1*, *2*.